ORCA calculation (ωB97M-V/def2-TZVPD) on a cluster of 12 separate species, C48H80F24O24 in total.

Properties
**⟨S²⟩**: 0.76
**Strongest force on any atom**: 5.568 eV/A
**HOMO-LUMO gap (alpha / beta)**: 9.49 / 3.42 eV
**E_HOMO (alpha / beta)**: -0.416 / -0.416 Eh
**Energy relative to the best compared isomer or geometry (same formula, charge and spin)**: 0.0608 eV

```
! wB97M-V def2-TZVPD RIJCOSX def2/J DEFGRID3
* xyz 1 2
C -5.663 -11.527 12.547
O -5.745 -11.405 13.964
C -6.774 -12.161 14.528
C -8.178 -11.928 14.033
O -8.558 -10.626 14.314
C -9.829 -10.246 13.937
H -4.616 -11.358 12.296
H -6.219 -10.689 12.128
H -5.968 -12.408 11.981
H -6.664 -12.014 15.603
H -6.640 -13.240 14.444
H -8.861 -12.716 14.353
H -8.193 -11.980 12.945
H -9.766 -9.173 13.754
H -10.553 -10.495 14.713
H -10.070 -10.721 12.986
C -11.099 -18.721 14.645
O -10.635 -17.750 15.525
C -11.238 -16.414 15.289
C -10.523 -15.334 16.069
O -10.798 -15.334 17.516
C -10.317 -16.485 18.206
H -10.438 -19.587 14.611
H -11.214 -18.361 13.622
H -12.079 -18.989 15.038
H -12.241 -16.494 15.708
H -11.252 -16.138 14.235
H -10.751 -14.379 15.595
H -9.446 -15.354 15.897
H -10.927 -17.344 17.926
H -10.416 -16.314 19.278
H -9.279 -16.720 17.973
C -9.765 -12.373 17.797
O -9.952 -11.062 18.314
C -11.150 -10.884 19.069
C -11.228 -11.383 20.541
O -9.961 -11.324 21.267
C -9.208 -10.114 21.105
H -10.587 -12.615 17.123
H -9.750 -13.111 18.599
H -8.855 -12.407 17.199
H -12.008 -11.377 18.612
H -11.295 -9.807 18.981
H -11.481 -12.443 20.532
H -12.057 -10.851 21.008
H -8.747 -10.116 20.117
H -8.524 -10.018 21.948
H -9.851 -9.240 21.201
C -4.721 -18.655 20.348
O -5.460 -17.566 20.855
C -6.837 -17.901 21.195
C -7.581 -16.589 21.531
O -7.690 -15.818 20.309
C -8.159 -14.466 20.588
H -3.722 -18.242 20.208
H -5.073 -19.147 19.441
H -4.695 -19.451 21.093
H -6.972 -18.460 22.121
H -7.329 -18.363 20.339
H -7.052 -16.102 22.350
H -8.523 -16.788 22.043
H -7.586 -13.862 21.291
H -9.176 -14.469 20.979
H -8.087 -13.835 19.702
C -8.037 -1.944 21.935
C -7.813 -2.916 23.080
O -8.873 -3.881 23.126
C -8.683 -5.126 23.730
O -7.661 -5.552 24.357
C -9.863 -6.059 23.511
F -10.788 -5.416 22.722
F -9.388 -7.180 22.986
F -10.429 -6.309 24.735
H -7.858 -2.243 20.901
H -7.428 -1.059 22.116
H -9.066 -1.594 22.010
H -7.726 -2.382 24.026
H -6.809 -3.322 22.962
C -14.428 -3.864 16.412
C -15.509 -4.821 16.016
O -15.079 -6.176 15.704
C -14.797 -6.996 16.715
O -15.048 -6.724 17.913
C -14.314 -8.383 16.301
F -13.273 -8.774 17.084
F -15.283 -9.283 16.433
F -13.877 -8.267 15.033
H -13.943 -4.209 17.326
H -14.893 -2.904 16.637
H -13.717 -3.683 15.606
H -15.936 -4.429 15.093
H -16.349 -4.786 16.710
C -7.149 -7.370 20.649
C -7.644 -6.208 19.801
O -9.051 -5.969 19.947
C -9.970 -6.735 19.305
O -9.689 -7.805 18.726
C -11.437 -6.333 19.424
F -11.677 -5.237 20.154
F -11.997 -6.097 18.214
F -12.098 -7.312 19.967
H -6.066 -7.366 20.765
H -7.506 -8.230 20.082
H -7.616 -7.365 21.634
H -7.403 -6.355 18.749
H -7.084 -5.324 20.106
C -13.501 -13.035 15.169
C -13.867 -12.015 16.196
O -15.217 -12.213 16.638
C -15.541 -11.931 17.929
O -14.784 -11.471 18.798
C -17.051 -12.204 18.238
F -17.735 -12.323 17.062
F -17.090 -13.296 19.077
F -17.619 -11.240 18.955
H -14.166 -12.953 14.310
H -13.617 -14.035 15.588
H -12.511 -12.909 14.730
H -13.901 -11.053 15.684
H -13.145 -12.087 17.009
C -16.403 -17.326 17.893
C -14.854 -17.226 17.711
O -14.385 -15.986 18.323
C -14.045 -16.005 19.641
O -14.238 -16.921 20.463
C -13.378 -14.699 20.042
F -13.953 -14.241 21.133
F -12.071 -14.985 20.319
F -13.388 -13.806 19.106
H -17.008 -16.472 17.587
H -16.557 -17.531 18.952
H -16.695 -18.178 17.279
H -14.552 -17.113 16.670
H -14.350 -18.109 18.103
C -7.198 -9.223 25.165
C -8.597 -9.655 24.881
O -9.311 -9.148 25.989
C -10.580 -9.387 26.183
O -11.308 -9.872 25.308
C -11.055 -9.107 27.564
F -12.216 -8.448 27.641
F -11.261 -10.299 28.167
F -10.175 -8.492 28.358
H -7.069 -8.142 25.212
H -6.566 -9.730 24.436
H -6.924 -9.643 26.133
H -8.586 -10.741 24.788
H -8.918 -9.124 23.984
C -12.058 -12.973 23.956
C -10.982 -13.937 23.347
O -9.611 -13.620 23.711
C -8.895 -14.292 24.650
O -9.242 -15.334 25.207
C -7.481 -13.756 24.924
F -7.538 -13.118 26.094
F -6.674 -14.810 24.976
F -7.145 -12.874 23.989
H -11.890 -11.945 23.635
H -12.013 -13.019 25.044
H -13.088 -13.222 23.699
H -10.909 -14.011 22.262
H -11.223 -14.971 23.595
C -15.881 -11.879 22.187
C -16.227 -10.479 22.701
O -15.127 -9.653 22.454
C -14.537 -8.949 23.531
O -14.896 -9.026 24.710
C -13.369 -8.080 23.042
F -13.013 -7.248 23.984
F -12.372 -8.913 22.763
F -13.645 -7.396 21.973
H -16.823 -12.410 22.326
H -15.021 -12.282 22.723
H -15.570 -11.955 21.145
H -16.570 -10.578 23.731
H -17.043 -10.021 22.141
*
```

ORCA calculation (ωB97M-V/def2-TZVPD) on a structure of composition C18H31CaClFKN2O4S.

Properties
**Strongest force on any atom**: 9.859 eV/A
**HOMO-LUMO gap**: 4.95 eV
**E_HOMO**: -0.448 Eh

```
! wB97M-V def2-TZVPD RIJCOSX def2/J DEFGRID3
* xyz 2 1
O 3.529 -0.352 4.177
S 3.517 0.119 2.671
O 4.995 0.389 2.297
C 2.449 1.704 2.673
C 1.171 1.341 1.658
C 0.156 2.606 1.421
C -1.307 2.217 0.790
C -2.004 0.876 1.484
C -2.293 1.011 3.126
C -2.934 -0.262 3.942
C -3.286 -1.668 3.118
C -3.003 -1.780 1.494
C -2.350 -0.511 0.623
C 1.900 0.802 0.252
C 2.431 -0.741 0.419
O 2.770 -1.139 1.795
H 3.136 2.542 2.179
H 2.067 1.993 3.740
H 0.662 0.389 2.147
H 0.651 3.411 0.693
H -0.036 3.195 2.437
H -1.287 2.107 -0.399
H -2.048 3.126 1.010
H -2.007 2.017 3.679
H -3.117 -0.149 5.113
H -3.717 -2.580 3.727
H -3.280 -2.787 0.965
H -2.120 -0.612 -0.541
H 2.868 1.463 0.028
H 1.208 0.931 -0.689
H 3.294 -0.970 -0.372
H 1.523 -1.441 0.088
F 1.783 3.711 -0.486
K 1.783 4.656 2.096
C 1.331 -4.531 -4.768
C 0.371 -4.727 -3.603
C -0.666 -3.604 -3.457
O -0.054 -2.425 -2.919
C 0.454 -1.529 -3.907
N 1.173 -4.759 -2.340
H 2.079 -3.756 -4.571
H 1.883 -5.458 -4.967
H 0.790 -4.263 -5.681
H -0.127 -5.698 -3.695
H -1.414 -3.919 -2.721
H -1.207 -3.403 -4.390
H -0.080 -1.604 -4.858
H 1.517 -1.724 -4.055
H 0.355 -0.508 -3.525
H 2.016 -5.340 -2.400
H 0.610 -5.079 -1.543
H 1.454 -3.787 -2.109
C -3.411 6.959 0.787
C -2.283 6.117 1.361
N -1.347 5.419 1.837
H -4.021 6.354 0.111
H -4.043 7.337 1.596
H -2.999 7.806 0.232
Cl -0.043 -0.343 -1.573
Ca 0.557 0.852 3.802
*
```

ORCA calculation (ωB97M-V/def2-TZVPD) on a structure of composition C37H45BCl4N12O3PRbSe.

Properties
**Strongest force on any atom**: 0.259 eV/A
**HOMO-LUMO gap**: 4.48 eV
**E_HOMO**: -0.053 Eh
**Energy relative to the best compared isomer or geometry (same formula, charge and spin)**: 0.0000 eV

```
! wB97M-V def2-TZVPD RIJCOSX def2/J DEFGRID3
* xyz -2 1
Rb -0.365 1.194 0.538
C -0.728 3.764 3.145
C -0.468 2.337 3.557
O -1.351 1.476 3.556
N 0.810 2.076 3.930
C 1.246 0.719 4.245
C 2.391 0.275 3.377
C 3.679 0.206 3.889
C 4.714 -0.205 3.061
C 4.420 -0.531 1.753
C 3.105 -0.405 1.324
N 2.104 -0.023 2.108
H -1.755 3.846 2.805
H -0.038 4.046 2.348
H -0.538 4.431 3.990
H 1.507 2.735 3.598
H 0.396 0.057 4.087
H 1.548 0.665 5.296
H 3.865 0.494 4.916
H 5.734 -0.240 3.426
H 5.190 -0.822 1.050
H 2.846 -0.591 0.288
N 0.612 4.588 -1.032
C -0.659 4.519 -1.388
N -1.057 5.128 -2.527
C -2.354 5.050 -2.763
N -2.821 5.690 -3.888
N -3.274 4.432 -2.014
C -2.761 3.830 -0.937
N -1.498 3.835 -0.572
C -3.707 3.048 -0.078
C -4.977 2.730 -0.542
C -5.788 1.935 0.247
C -5.311 1.508 1.474
C -4.038 1.898 1.862
N -3.245 2.652 1.106
H 1.262 4.935 -1.715
H 0.967 4.034 -0.223
H -2.117 5.871 -4.583
H -3.706 5.346 -4.221
H -5.284 3.078 -1.517
H -6.761 1.619 -0.105
H -5.896 0.854 2.106
H -3.614 1.593 2.814
Cl 7.081 1.504 -0.148
C 5.478 2.069 0.245
C 5.264 2.792 1.394
Cl 6.579 3.173 2.468
C 3.950 3.202 1.704
Cl 3.652 4.102 3.176
C 2.841 2.922 0.904
O 1.643 3.300 1.184
C 3.061 2.120 -0.311
O 2.063 1.753 -1.008
C 4.391 1.749 -0.588
Cl 4.624 0.691 -1.960
C 2.627 -3.474 -0.443
C 2.246 -2.648 -1.676
C 2.838 -3.243 -2.953
P 0.437 -2.223 -1.530
C -0.484 -3.848 -1.586
C -1.973 -3.561 -1.793
C -0.017 -4.978 -2.505
C -0.012 -1.344 -3.111
C -0.163 -2.131 -4.413
C 0.950 -0.170 -3.307
H 3.712 -3.599 -0.384
H 2.178 -4.472 -0.470
H 2.295 -2.985 0.476
H 2.709 -1.661 -1.558
H 2.413 -4.213 -3.208
H 3.917 -3.378 -2.819
H 2.702 -2.577 -3.804
H -0.363 -4.210 -0.559
H -2.195 -3.315 -2.832
H -2.323 -2.723 -1.192
H -2.568 -4.443 -1.537
H 0.037 -4.672 -3.549
H -0.730 -5.809 -2.440
H 0.960 -5.366 -2.216
H -0.995 -0.931 -2.852
H 0.764 -2.626 -4.704
H -0.431 -1.439 -5.218
H -0.945 -2.887 -4.358
H 1.924 -0.514 -3.665
H 1.147 0.406 -2.402
H 0.553 0.515 -4.062
B -5.386 -1.370 -0.770
C -3.965 -0.653 -0.789
N -2.897 -0.209 -0.757
H -5.708 -1.502 0.404
H -6.203 -0.694 -1.368
H -5.254 -2.460 -1.300
Se 1.353 -4.913 2.992
N -0.206 -5.231 2.185
C -0.840 -4.080 2.168
C -2.144 -3.859 1.613
C -2.637 -2.604 1.659
C -1.859 -1.545 2.263
N -0.689 -1.685 2.794
C -0.147 -2.944 2.752
N 1.036 -3.194 3.268
H -2.685 -4.680 1.162
H -3.603 -2.359 1.238
H -2.289 -0.547 2.305
*
```

ORCA calculation (ωB97M-V/def2-TZVPD) on a structure of composition C6H12I2N2.

Properties
**Strongest force on any atom**: 5.503 eV/A
**HOMO-LUMO gap**: 8.50 eV
**E_HOMO**: -0.614 Eh
**Energy relative to the best compared isomer or geometry (same formula, charge and spin)**: 0.8372 eV

```
! wB97M-V def2-TZVPD RIJCOSX def2/J DEFGRID3
* xyz 2 1
C 1.575 0.389 -0.003
C 0.729 -0.919 -1.162
C -1.209 -0.499 0.496
C -0.766 -0.667 -0.966
C -0.686 0.935 0.877
C 1.490 1.892 1.716
N 0.738 1.001 0.777
N -1.466 -1.908 -1.517
I 3.700 0.275 -0.232
I -1.641 2.718 -0.209
H 1.116 -0.665 -2.181
H 1.176 -1.777 -0.773
H -2.266 -0.551 0.569
H -0.715 -1.175 1.262
H -1.012 0.176 -1.488
H -0.848 1.099 1.963
H 2.510 1.457 1.905
H 0.905 1.769 2.611
H 1.522 2.921 1.306
H -2.368 -2.028 -1.068
H -0.725 -2.648 -1.386
H -1.759 -1.793 -2.495
*
```

ORCA calculation (ωB97M-V/def2-TZVPD) on a structure of composition C22H22BClN2O3V.

Properties
**⟨S²⟩**: 2.03
**Strongest force on any atom**: 5.497 eV/A
**HOMO-LUMO gap (alpha / beta)**: 6.64 / 7.19 eV
**E_HOMO (alpha / beta)**: -0.399 / -0.416 Eh

```
! wB97M-V def2-TZVPD RIJCOSX def2/J DEFGRID3
* xyz 1 3
V -2.095 0.212 -0.066
Cl -1.545 -5.622 3.981
C -1.852 -4.342 2.870
C -2.575 -4.618 1.701
C -2.857 -3.614 0.807
C -2.412 -2.300 1.039
O -2.673 -1.307 0.261
C -1.648 -2.015 2.225
C -1.177 -0.697 2.470
N -1.353 0.315 1.652
C -0.825 1.584 1.903
C -0.288 2.057 3.084
C 0.255 3.350 3.146
C 0.290 4.163 2.044
C -0.261 3.724 0.821
C -0.250 4.485 -0.370
C -0.867 3.977 -1.489
C -1.472 2.717 -1.437
N -1.466 1.950 -0.350
C -0.858 2.445 0.772
C -1.403 -3.066 3.132
H -2.920 -5.621 1.515
H -3.410 -3.824 -0.097
H -0.640 -0.537 3.401
H -0.287 1.457 3.980
H 0.663 3.693 4.082
H 0.715 5.152 2.096
H 0.248 5.441 -0.386
H -0.888 4.536 -2.412
H -1.961 2.300 -2.316
H -0.858 -2.873 4.043
C 1.635 1.179 -2.762
C 1.206 -0.277 -2.548
C 1.496 -1.095 -3.796
O -0.224 -0.245 -2.289
B -0.385 -0.270 -0.949
O 0.754 -0.475 -0.254
C 1.768 -0.876 -1.212
C 1.757 -2.406 -1.197
C 3.131 -0.355 -0.782
H 1.032 1.610 -3.558
H 2.682 1.223 -3.047
H 1.473 1.765 -1.858
H 1.069 -0.590 -4.658
H 1.062 -2.087 -3.732
H 2.570 -1.185 -3.939
H 0.781 -2.774 -1.509
H 1.923 -2.735 -0.173
H 2.532 -2.815 -1.836
H 3.125 0.719 -0.627
H 3.877 -0.603 -1.532
H 3.406 -0.831 0.155
*
```

ORCA calculation (ωB97M-V/def2-TZVPD) on the molecule C4H7NO.

Properties
**Strongest force on any atom**: 0.602 eV/A
**SMILES string**: C[C@H]1N[C@H]1C=O
**HOMO-LUMO gap**: 10.48 eV
**E_HOMO**: -0.355 Eh
**Energy relative to the best compared isomer or geometry (same formula, charge and spin)**: 2.1517 eV

```
! wB97M-V def2-TZVPD RIJCOSX def2/J DEFGRID3
* xyz 0 1
C 0.463 1.342 0.756
C -0.544 0.652 -0.127
N -0.062 0.134 -1.405
C -0.522 -0.807 -0.398
C 0.506 -1.739 0.192
O 1.271 -2.401 -0.464
H 1.436 0.844 0.705
H 0.129 1.354 1.800
H 0.604 2.380 0.436
H -1.537 1.103 -0.115
H -0.747 0.245 -2.146
H -1.491 -1.295 -0.535
H 0.493 -1.812 1.301
*
```

ORCA calculation (ωB97M-V/def2-TZVPD) on a structure of composition C31H26F4N8RuS.

Properties
**⟨S²⟩**: 0.76
**Strongest force on any atom**: 1.106 eV/A
**HOMO-LUMO gap (alpha / beta)**: 6.14 / 6.16 eV
**E_HOMO (alpha / beta)**: -0.622 / -0.622 Eh

```
! wB97M-V def2-TZVPD RIJCOSX def2/J DEFGRID3
* xyz 3 2
Ru 0.829 0.322 0.795
C 2.406 -0.058 3.769
C 2.046 0.803 2.594
C 0.918 1.674 2.677
C -0.064 1.530 3.808
C 0.782 2.770 1.775
C -0.195 3.866 2.052
C 1.565 2.792 0.604
C 1.305 3.805 -0.462
C 2.671 1.889 0.476
C 3.628 2.003 -0.672
C 2.941 0.945 1.479
C 4.210 0.146 1.457
H 3.200 0.453 4.322
H 2.795 -1.032 3.491
H 1.579 -0.202 4.454
H 0.321 2.004 4.715
H -0.252 0.484 4.038
H -1.015 1.995 3.565
H -1.121 3.714 1.496
H 0.222 4.823 1.740
H -0.441 3.934 3.107
H 2.040 4.613 -0.401
H 0.315 4.243 -0.373
H 1.394 3.361 -1.453
H 4.642 2.117 -0.285
H 3.413 2.844 -1.320
H 3.618 1.099 -1.280
H 4.519 -0.125 0.452
H 4.158 -0.751 2.062
H 5.006 0.774 1.872
F -0.515 -0.662 -4.263
C -1.818 -0.450 -4.099
C -2.711 -0.855 -5.038
F -2.276 -1.458 -6.111
C -4.137 -0.636 -4.876
C -4.528 0.032 -3.647
C -3.614 0.424 -2.726
F -3.997 1.021 -1.596
C -2.223 0.210 -2.906
C -1.291 0.614 -1.954
C -1.506 1.222 -0.681
N -1.289 1.578 0.402
C 0.103 0.327 -1.903
N 1.180 0.240 -1.475
F -5.796 0.255 -3.419
C -5.056 -1.051 -5.813
C -6.463 -0.874 -5.666
N -7.603 -0.783 -5.556
C -4.700 -1.717 -7.023
N -4.452 -2.290 -7.987
N -3.103 -2.553 1.902
C -2.461 -1.436 1.598
N -2.874 -0.289 2.118
S -1.116 -1.533 0.523
H -3.928 -2.563 2.484
H -2.791 -3.429 1.513
H -3.686 -0.231 2.715
H -2.413 0.567 1.851
N 3.250 -6.660 0.858
C 2.949 -5.554 0.880
C 2.553 -4.178 0.912
C 2.971 -3.294 -0.079
C 2.536 -1.987 -0.031
N 1.722 -1.532 0.940
C 1.335 -2.385 1.906
C 1.735 -3.702 1.934
H 3.623 -3.617 -0.878
H 2.839 -1.274 -0.781
H 0.705 -1.983 2.685
H 1.408 -4.349 2.735
*
```

> Among the records above, which one has the highest strongest force on any atom?

C18H31CaClFKN2O4S

Copy entry 4 word for word.
ORCA calculation (ωB97M-V/def2-TZVPD) on a structure of composition C6H12I2N2.

Properties
**Strongest force on any atom**: 5.503 eV/A
**HOMO-LUMO gap**: 8.50 eV
**E_HOMO**: -0.614 Eh
**Energy relative to the best compared isomer or geometry (same formula, charge and spin)**: 0.8372 eV

```
! wB97M-V def2-TZVPD RIJCOSX def2/J DEFGRID3
* xyz 2 1
C 1.575 0.389 -0.003
C 0.729 -0.919 -1.162
C -1.209 -0.499 0.496
C -0.766 -0.667 -0.966
C -0.686 0.935 0.877
C 1.490 1.892 1.716
N 0.738 1.001 0.777
N -1.466 -1.908 -1.517
I 3.700 0.275 -0.232
I -1.641 2.718 -0.209
H 1.116 -0.665 -2.181
H 1.176 -1.777 -0.773
H -2.266 -0.551 0.569
H -0.715 -1.175 1.262
H -1.012 0.176 -1.488
H -0.848 1.099 1.963
H 2.510 1.457 1.905
H 0.905 1.769 2.611
H 1.522 2.921 1.306
H -2.368 -2.028 -1.068
H -0.725 -2.648 -1.386
H -1.759 -1.793 -2.495
*
```

> Look up the strongest force on any atom of the third one.

0.259 eV/A